# 1
C2H5N3S2 | wB97M-V/def2-TZVPD

XYZ file:
```
12
Properties=species:S:1:pos:R:3:forces:R:3
S 1.4446 -1.2749 0.5565 -1.5 -0.4 -0.7
S -0.0140 -0.8573 -2.1961 -0.6 0.2 -0.2
N -1.0791 -0.1625 0.2399 -3.7 2.0 -2.3
N -1.8600 0.5251 -0.6044 4.2 -3.5 0.9
N 1.2993 1.3895 1.1960 -2.1 1.8 1.1
C 1.9212 0.3439 0.9888 1.2 -0.7 0.3
C -0.2918 -1.0661 -0.4918 2.3 -1.9 0.4
H 0.2701 1.3159 1.3327 0.8 -0.2 -0.9
H 2.9963 0.4294 1.2212 0.0 -0.5 -0.7
H -2.4542 1.2168 -0.2328 -0.7 0.9 0.7
H -0.6504 -2.1714 -0.3505 0.3 2.0 0.3
H -1.5819 0.3116 -1.6595 -0.1 0.2 0.9
```
Forces are in eV/Å.

Calculated values
HOMO (spin up / spin down): -8.3 / -8.3 eV
E_tot: -28291.6548 eV
molar mass: 135.2 g mol⁻¹
energy relative to the best compared isomer or geometry (same formula, charge and spin): 483.7 kJ/mol
frontier orbital gap (spin up / spin down): 6.14 / 6.13 eV

# 2
C5H10O | wB97M-V/def2-TZVPD

XYZ file:
```
16
Properties=species:S:1:pos:R:3:forces:R:3
O 1.0811 -1.5659 0.7431 0.0 0.1 0.3
C 1.6053 -0.6196 -0.1685 0.2 0.1 -0.2
C -1.6838 -0.6305 0.1280 0.0 0.0 0.0
C -0.0616 1.4204 0.2241 0.0 0.2 0.1
C 0.6425 0.4428 -0.6758 0.1 0.0 -0.1
C -0.8630 0.4286 -0.5766 -0.1 0.0 -0.1
H 1.0162 0.8827 -1.6009 -0.1 -0.1 0.1
H 2.4852 -0.1166 0.2647 -0.1 -0.1 -0.1
H -1.7756 -1.5418 -0.4711 0.0 0.1 0.1
H 0.9509 -1.1299 1.5932 0.0 -0.1 -0.1
H -1.3611 0.8395 -1.4542 0.1 0.0 0.1
H 1.9628 -1.2074 -1.0202 -0.1 0.1 0.1
H -0.0719 2.4723 -0.0496 0.0 -0.2 0.0
H -2.6908 -0.2423 0.3215 0.1 -0.1 -0.1
H -0.0116 1.2451 1.2986 0.0 0.0 -0.2
H -1.2456 -0.9192 1.0851 -0.1 0.1 -0.1
```
Forces are in eV/Å.

Calculated values
HOMO: -9.9 eV
structure (SMILES): C[C@H]1C[C@H]1CO
E_tot: -7393.4728 eV
molar mass: 86.1 g mol⁻¹
energy relative to the best compared isomer or geometry (same formula, charge and spin): 124.7 kJ/mol
frontier orbital gap: 10.90 eV

# 3
C22H33NO5 | wB97M-V/def2-TZVPD

XYZ file:
```
61
Properties=species:S:1:pos:R:3:forces:R:3
O -4.0454 3.8146 -0.7016 -0.1 0.2 0.1
O 3.7385 2.6715 1.9573 -0.8 0.1 -0.1
O -3.5466 1.6692 -0.2028 0.3 0.0 0.0
O -2.4954 2.6795 -1.8785 0.1 0.0 0.0
O 4.6173 1.8092 3.8215 0.1 -0.3 0.0
N 2.4136 -2.5124 -3.9318 0.2 0.1 0.3
C -3.4278 2.8217 -0.8964 0.1 -0.1 -0.2
C 2.4990 0.7783 0.9417 -0.1 0.1 0.0
C -1.5647 -2.6183 0.6836 0.1 0.0 0.2
C -2.3345 0.8376 -0.4873 -0.5 0.5 0.3
C -2.1975 -1.6320 3.2410 0.0 0.0 -0.2
C 0.0683 0.0676 -2.3915 0.2 0.0 -0.5
C -1.3397 1.4175 0.5445 0.4 0.0 -0.5
C -0.0229 0.6983 0.8831 0.1 0.1 0.3
C -1.2123 -3.2552 -0.6387 0.0 -0.1 0.0
C 0.8025 -0.6554 -3.5281 -0.2 -0.2 0.5
C -1.0910 0.9106 -2.9201 0.2 0.3 0.1
C 1.2219 1.5678 0.6677 -0.1 -0.4 0.3
C 1.9776 -1.4699 -2.9868 0.1 0.1 -0.1
C 3.6638 2.2612 3.2587 0.3 0.0 0.2
C -2.2295 1.2735 -1.9632 -0.2 -0.7 -0.1
C -2.2924 -1.4284 0.8131 0.1 -0.1 0.2
C -2.6118 -0.9675 2.0964 0.0 -0.1 -0.1
C -1.1497 -3.2790 1.8474 -0.1 0.2 0.0
C -1.4447 -2.7962 3.1145 -0.1 0.1 -0.2
C 2.3384 2.4565 3.9371 -0.2 0.1 0.1
C 3.7524 1.6366 0.9659 0.3 -0.1 -0.2
C -2.7662 -0.6330 -0.3798 0.0 -0.1 -0.1
H 2.5009 2.5949 5.0040 0.0 0.0 0.0
H -3.8596 -0.6314 -0.3778 0.0 0.1 0.0
H 3.8377 2.1616 0.0129 0.1 0.0 0.1
H -0.2813 -0.7015 -1.7032 0.0 0.1 0.2
H 4.6465 1.0269 1.1195 0.0 0.0 -0.1
H 0.7847 0.7060 -1.8804 0.0 0.0 0.3
H 2.4036 0.2223 1.8815 0.0 0.0 0.0
H 2.5607 -3.3814 -3.4346 -0.1 0.0 -0.1
H 0.1035 -1.3610 -3.9875 0.1 0.1 -0.2
H 2.7990 -0.7855 -2.7434 0.0 0.0 0.1
H -1.0996 -3.3255 3.9945 0.0 0.0 0.0
H -1.9715 -3.9866 -0.9296 0.0 0.1 0.0
H 0.0705 -0.2675 0.3885 0.0 0.1 -0.2
H -3.1359 0.8364 -2.4041 0.0 0.0 0.1
H -1.1009 -2.5497 -1.4610 0.0 0.0 0.1
H 1.7658 3.2840 3.5225 0.1 0.0 0.0
H -0.2706 -3.8003 -0.5529 0.0 0.0 0.0
H -0.6894 1.8393 -3.3329 -0.1 0.0 0.0
H 1.1581 2.3989 1.3759 0.1 0.1 -0.2
H -1.0868 2.4218 0.1854 -0.1 0.0 0.0
H 1.6783 -1.9349 -2.0412 0.0 0.0 -0.1
H -1.9295 1.5773 1.4452 0.1 -0.1 0.0
H 1.2517 1.9762 -0.3426 0.0 0.2 0.0
H 1.1465 0.0625 -4.2756 -0.1 -0.1 -0.1
H -2.4599 -1.2366 4.2145 0.0 -0.1 0.0
H -2.4830 -1.1374 -1.3057 0.0 0.0 0.1
H -0.0326 0.4573 1.9518 -0.1 -0.1 -0.1
H -3.2087 -0.0663 2.1861 0.0 0.0 0.0
H -1.5343 0.3749 -3.7622 0.0 0.1 0.0
H 2.6320 0.0264 0.1553 0.0 0.0 0.1
H -0.5771 -4.1949 1.7468 0.0 0.0 0.0
H 1.7436 1.5469 3.8078 0.1 0.0 0.0
H 3.3164 -2.2772 -4.3241 -0.1 0.0 -0.1
```
Forces are in eV/Å.

Calculated values
HOMO: -9.4 eV
structure (SMILES): CC(=O)OCCCCC[C@@]1(Cc2ccccc2C)OC(=O)O[C@H]1CCCCN
E_tot: -35077.3614 eV
molar mass: 391.5 g mol⁻¹
energy relative to the best compared isomer or geometry (same formula, charge and spin): 0.0 kJ/mol
frontier orbital gap: 9.83 eV

# 4
C3H5NO3 | wB97M-V/def2-TZVPD

XYZ file:
```
12
Properties=species:S:1:pos:R:3:forces:R:3
O -0.5586 1.1032 -0.1028 -1.1 0.9 0.5
O 2.3623 -0.5719 -0.0664 -3.5 0.5 -0.2
O -0.0115 -1.0270 -0.0704 4.0 0.6 -0.5
N 0.8015 1.1070 0.1127 0.2 -1.0 0.9
C -0.9210 -0.1574 0.4406 -3.5 0.3 -1.5
C 1.1907 -0.1938 -0.0413 2.9 -3.2 0.2
C -2.3405 -0.3431 -0.2133 -0.5 -0.5 3.1
H -2.8735 -1.3598 0.0742 1.2 2.2 -0.6
H -2.1855 -0.2271 -1.2732 -0.2 -0.1 -0.3
H -2.9236 0.5405 0.2429 0.5 -1.5 -1.0
H 1.2885 1.6476 -0.5499 0.4 1.3 -0.8
H -0.8292 -0.2192 1.5185 -0.4 0.6 0.5
```
Forces are in eV/Å.

Calculated values
HOMO: -10.2 eV
structure (SMILES): C[C@@H]1ONC(=O)O1
E_tot: -10822.4576 eV
molar mass: 103.1 g mol⁻¹
energy relative to the best compared isomer or geometry (same formula, charge and spin): 311.7 kJ/mol
frontier orbital gap: 11.00 eV

# 5
C30H26AuN4O5STe | wB97M-V/def2-TZVPD

XYZ file:
```
68
Properties=species:S:1:pos:R:3:forces:R:3
Au 2.4255 0.6930 0.5095 -0.6 -0.6 0.3
Te 0.5152 -0.9071 -0.6083 0.2 0.5 -0.4
S -0.9851 -2.0621 4.7675 0.6 -0.3 -0.1
O -1.8123 -1.5826 3.6573 -0.1 -0.1 0.2
O 3.0152 0.3077 -1.8964 0.2 0.2 -0.2
O -1.2168 -1.4244 6.0368 -0.3 -0.2 0.0
O -4.2185 1.8402 -0.2603 0.0 0.0 0.0
O -0.6934 -3.4791 4.7447 -0.5 0.2 0.1
N -0.3220 3.0768 -5.0700 0.1 0.0 0.1
N 3.7057 0.5696 2.2890 0.5 0.1 0.5
N -1.4527 3.4869 -4.7350 0.0 -0.1 0.1
N 1.7265 2.4473 -0.7442 0.2 0.2 -0.2
C 2.4078 1.0942 -2.6385 0.0 -0.1 0.2
C -1.8834 1.6963 -3.0731 0.0 0.0 0.0
C 2.4249 0.9712 -4.0688 -0.1 0.1 -0.1
C 0.3721 4.3892 -0.9808 0.0 0.0 0.1
C -3.5262 2.1294 -1.3673 0.1 -0.1 0.0
C 1.7908 0.6717 3.7878 -0.2 0.0 0.2
C 1.5780 1.6985 -4.8441 0.2 -0.1 0.1
C -3.8121 3.3694 -1.9588 0.0 -0.1 0.0
C 2.5215 -1.4809 2.8642 -0.1 -0.3 0.3
C -3.1391 3.7637 -3.0867 0.0 0.0 0.0
C 1.6484 -2.7013 -0.6127 0.0 -0.1 0.1
C -0.7727 -5.5142 1.5382 0.0 0.0 0.0
C 0.1986 4.1325 -2.3145 0.0 0.0 -0.1
C -0.7136 -1.8032 0.8349 -0.1 0.0 0.0
C -2.1279 2.9579 -3.6262 -0.1 0.0 -0.1
C 0.7694 -3.7031 0.1039 0.1 0.1 -0.1
C -2.5722 1.2801 -1.9517 -0.1 0.2 0.0
C 0.7444 0.0419 4.4004 0.0 0.2 0.0
C 0.8067 3.0020 -2.8829 0.0 0.1 0.0
C 1.6145 2.2166 -2.0671 0.1 0.0 0.0
C -0.3433 -3.2643 0.8206 -0.1 0.0 0.1
C -3.9889 0.5980 0.4085 0.0 0.1 -0.1
C 0.3167 -5.9594 0.7981 0.0 0.0 0.0
C 1.1248 3.4972 -0.2142 -0.1 0.0 -0.1
C 1.0872 -5.0581 0.0818 0.0 0.0 0.1
C -1.1106 -4.1714 1.5477 0.1 -0.1 0.0
C 1.4777 -2.1002 3.5035 0.2 -0.2 -0.2
C 0.6548 2.6119 -4.2732 -0.2 0.1 -0.1
C 2.6690 -0.0875 2.9953 0.2 0.4 -0.7
C 0.5474 -1.3453 4.2269 0.1 0.3 -0.2
H 1.3408 -3.1724 3.4448 -0.1 0.0 0.0
H -0.0738 5.2544 -0.5133 0.0 0.0 0.0
H -0.3931 4.7984 -2.9270 0.0 0.0 0.0
H 3.9803 1.4566 2.6974 0.0 0.0 0.0
H 1.9498 1.7346 3.9104 0.0 0.1 0.0
H -3.3547 4.7114 -3.5611 0.0 0.0 0.0
H 1.9011 -2.9657 -1.6364 -0.1 -0.1 0.0
H -2.9758 0.5630 0.8157 0.0 0.0 0.0
H 0.5691 -7.0104 0.7835 0.0 0.0 0.0
H -1.1676 1.0277 -3.5329 0.0 0.0 0.0
H -2.3874 0.2984 -1.5443 0.0 -0.1 0.0
H 3.2502 -2.0522 2.3053 0.0 0.0 -0.1
H 4.5302 -0.0046 2.1368 -0.1 0.0 -0.1
H 1.5319 1.5440 -5.9135 0.0 0.0 0.0
H 1.9414 -5.4043 -0.4850 0.0 0.0 0.0
H -1.7548 -1.6073 0.5886 0.0 -0.2 -0.1
H -4.5727 3.9899 -1.5080 0.0 0.0 0.0
H -4.1644 -0.2402 -0.2675 0.0 0.0 0.0
H 2.5722 -2.4922 -0.0769 0.0 -0.1 0.0
H -4.7008 0.5656 1.2264 0.0 0.0 0.0
H 1.2372 3.6407 0.8512 0.0 0.0 0.0
H 3.0841 0.2292 -4.4949 0.0 0.0 0.0
H -1.3626 -6.2160 2.1111 0.0 0.0 0.0
H -1.9385 -3.8138 2.1463 0.0 0.0 0.0
H 0.0459 0.5883 5.0210 0.0 0.0 0.0
H -0.5400 -1.3222 1.7810 0.1 0.0 0.4
```
Forces are in eV/Å.

Calculated values
HOMO (spin up / spin down): -10.7 / -11.2 eV
expectation value of S²: 2.087
E_tot: -69540.0171 eV
molar mass: 879.2 g mol⁻¹
multiplicity: 3
energy relative to the best compared isomer or geometry (same formula, charge and spin): 97.5 kJ/mol
frontier orbital gap (spin up / spin down): 6.60 / 4.71 eV
charge: +1

# 6
C5H6O2S | wB97M-V/def2-TZVPD

XYZ file:
```
14
Properties=species:S:1:pos:R:3:forces:R:3
S 2.8319 -1.1167 0.9297 0.9 -1.5 -0.3
O -0.2377 2.2706 -0.4725 -3.9 -3.6 0.2
O 1.8821 1.1345 0.7789 -3.3 2.8 -1.9
C 0.1890 -1.8656 -0.4825 0.9 4.1 -0.5
C 0.3104 -0.5297 0.0844 -4.1 -5.6 -2.7
C -1.2407 1.4577 -0.3544 0.8 5.7 0.9
C -1.1551 0.1005 0.2401 0.0 -2.0 -0.6
C 1.6432 -0.1255 0.4728 0.5 1.1 2.1
H 1.2490 -2.1529 -0.7406 -1.6 -1.0 0.3
H -2.3722 1.9923 -0.5859 3.0 -1.9 0.3
H -0.7963 -2.3214 -0.9677 2.4 1.0 1.5
H -1.4847 -0.0945 1.4675 0.3 1.0 -3.9
H -1.8770 -0.4931 -0.7268 1.8 1.3 3.6
H 1.0582 1.7439 0.3568 2.3 -1.6 1.0
```
Forces are in eV/Å.

Calculated values
HOMO: -8.2 eV
E_tot: -20207.5446 eV
molar mass: 130.2 g mol⁻¹
energy relative to the best compared isomer or geometry (same formula, charge and spin): 449.8 kJ/mol
frontier orbital gap: 7.57 eV

# 7
H2N4 | wB97M-V/def2-TZVPD

XYZ file:
```
6
Properties=species:S:1:pos:R:3:forces:R:3
N -2.1408 0.7994 -0.9398 -4.0 1.2 -2.4
N -0.3144 0.1417 0.9843 0.4 0.3 1.1
N -0.8224 -0.3012 -0.0278 1.4 -2.5 0.9
N -3.1358 0.4406 -1.2699 1.7 0.7 0.6
H -0.2326 -0.4567 -0.8723 0.4 0.4 0.3
H 0.6942 0.3789 0.9624 0.0 -0.1 -0.6
```
Forces are in eV/Å.

Calculated values
HOMO: -9.2 eV
structure (SMILES): [H]/N=N\[H].N#N
E_tot: -5990.6074 eV
molar mass: 58.0 g mol⁻¹
energy relative to the best compared isomer or geometry (same formula, charge and spin): 114.0 kJ/mol
frontier orbital gap: 9.59 eV